# C30H44N4OP2SiSr

A molecular structure, C30H44N4OP2SiSr at a distorted geometry (ωB97M-V/def2-TZVPD, the OMol25 dataset).

Element x y z (Å)
Sr -2.123 0.526 -0.872
C 2.869 0.363 -0.259
C 2.658 -0.077 -1.501
C 2.640 -1.500 -1.993
C 1.368 -2.342 -1.736
C 0.950 -2.654 -0.328
C 1.621 -2.381 0.794
C 3.062 -1.970 0.873
C 3.278 -0.452 0.929
C -3.045 -0.852 1.015
H 2.820 1.439 -0.061
H 2.487 0.645 -2.308
H 3.566 -2.050 -1.747
H 2.622 -1.379 -3.093
H 0.507 -1.812 -2.189
H 1.500 -3.290 -2.301
H -0.064 -3.086 -0.253
H 1.112 -2.436 1.766
H 3.653 -2.439 0.080
H 3.438 -2.338 1.842
H 2.742 -0.057 1.807
H 4.355 -0.292 1.098
H -3.303 -0.603 2.045
H -2.178 -1.554 1.048
H -3.903 -1.402 0.599
P 1.510 -6.596 -4.579
P 2.796 -4.031 -6.306
N 1.971 -7.663 -3.255
N 0.611 -7.885 -5.417
N 4.375 -3.821 -5.531
N 3.283 -3.222 -7.796
C 3.074 -6.758 -5.560
C 3.109 -5.808 -6.775
C 1.848 -7.236 -1.924
C 2.418 -8.197 -1.106
C 2.918 -9.245 -1.947
C 2.646 -8.886 -3.260
C -0.762 -7.741 -5.657
C -1.209 -8.858 -6.352
C -0.083 -9.719 -6.561
C 1.023 -9.093 -5.988
C 4.418 -3.225 -4.271
C 5.729 -3.227 -3.815
C 6.510 -3.917 -4.794
C 5.657 -4.299 -5.819
C 4.485 -3.195 -8.514
C 4.242 -2.669 -9.776
C 2.844 -2.346 -9.839
C 2.281 -2.683 -8.623
H 3.203 -7.793 -5.895
H 3.876 -6.523 -4.843
H 4.079 -5.899 -7.277
H 2.310 -6.048 -7.491
H 1.376 -6.286 -1.716
H 2.480 -8.148 -0.030
H 3.424 -10.144 -1.634
H 2.895 -9.391 -4.184
H -1.264 -6.851 -5.314
H -2.225 -9.034 -6.676
H -0.072 -10.673 -7.064
H 2.056 -9.408 -5.962
H 3.495 -2.891 -3.825
H 6.069 -2.784 -2.898
H 7.573 -4.111 -4.749
H 5.862 -4.875 -6.713
H 5.417 -3.521 -8.076
H 4.971 -2.544 -10.559
H 2.321 -1.923 -10.684
H 1.272 -2.602 -8.242
C -0.248 3.981 1.720
Si -1.273 2.420 1.577
C -1.280 1.463 3.195
C -3.103 2.801 1.202
O -0.651 1.527 0.395
H -0.690 4.677 2.441
H -0.185 4.493 0.752
H 0.781 3.769 2.047
H -1.695 2.115 3.983
H -1.902 0.562 3.124
H -0.263 1.157 3.487
H -3.216 3.395 0.281
H -3.739 1.897 1.154
H -3.487 3.411 2.033

For the orbital gap, the calculation gives 6.19 eV.

# C24H52BCaCl3CsF3N3O15SSi3

A molecular structure, C24H52BCaCl3CsF3N3O15SSi3 at a distorted geometry (ωB97M-V/def2-TZVPD, the OMol25 dataset).

Element x y z (Å)
C 3.361 -4.664 0.573
C 3.729 -3.091 0.752
C 4.891 -2.790 -0.350
Si 5.998 -1.284 0.076
B 5.057 0.468 0.043
O 5.867 1.594 -0.004
O 3.671 0.681 0.075
O 2.687 -2.243 0.406
C 1.569 -2.313 1.296
C 0.319 -2.027 0.447
C -0.987 -2.174 0.970
C -2.081 -1.857 0.148
C -1.965 -1.421 -1.185
C -0.666 -1.300 -1.715
C 0.454 -1.606 -0.899
H 4.317 -5.223 0.707
H 2.935 -4.893 -0.470
H 2.702 -5.018 1.382
H 4.187 -2.896 1.742
H 5.469 -3.716 -0.640
H 4.326 -2.512 -1.262
H 7.039 -1.235 -0.977
H 6.649 -1.576 1.369
H 5.462 2.217 0.624
H 3.365 0.326 0.923
H 1.485 -3.253 1.862
H 1.607 -1.497 2.047
H -1.154 -2.523 1.991
H -3.089 -1.951 0.560
H -2.807 -1.183 -1.834
H -0.496 -0.989 -2.749
H 1.429 -1.494 -1.386
Cs 2.162 -5.074 -2.114
C -2.639 -5.949 -4.260
O -3.646 -6.200 -4.945
O -2.528 -4.584 -3.916
O -1.734 -6.698 -3.839
H -3.349 -4.328 -4.374
Ca 6.165 -5.195 0.526
O -5.043 -3.020 -3.453
H -4.739 -2.664 -2.614
H -5.937 -2.660 -3.552
C -3.844 6.599 3.169
Si -4.078 4.730 3.171
C -5.863 4.405 2.669
C -3.844 4.160 4.953
N -2.940 4.029 2.089
Si -2.825 2.344 1.803
C -4.397 1.609 1.071
C -2.370 1.365 3.351
C -1.448 2.034 0.548
H -4.555 7.072 3.854
H -2.835 6.868 3.488
H -4.014 7.010 2.171
H -6.537 5.040 3.253
H -6.155 3.370 2.850
H -6.018 4.632 1.613
H -2.798 4.246 5.255
H -4.164 3.126 5.095
H -4.442 4.782 5.626
H -5.200 1.551 1.806
H -4.206 0.590 0.716
H -4.744 2.200 0.222
H -1.516 1.818 3.859
H -2.098 0.338 3.081
H -3.202 1.308 4.054
H -0.491 2.404 0.927
H -1.666 2.539 -0.396
H -1.348 0.962 0.349
C -9.265 -2.583 -3.291
Cl -7.886 -1.495 -3.573
Cl -9.219 -3.213 -1.637
Cl -10.780 -1.762 -3.607
H -9.178 -3.419 -3.975
C -15.703 -1.386 -5.483
F -16.029 -0.263 -6.150
F -16.525 -1.449 -4.418
F -16.036 -2.415 -6.283
S -13.919 -1.422 -4.997
O -13.761 -0.254 -4.151
O -13.208 -1.346 -6.257
O -13.769 -2.685 -4.302
O 8.375 -7.666 1.222
H 8.926 -7.887 1.979
C 3.720 4.806 -1.093
O 3.849 6.014 -1.050
N 3.990 4.076 -2.217
N 3.295 4.070 -0.019
H 3.889 3.080 -2.272
H 4.303 4.580 -3.026
H 3.085 4.572 0.825
H 3.183 3.073 -0.036
C 9.320 1.213 -0.365
C 9.772 2.487 0.317
O 10.096 2.259 1.695
C 11.263 1.650 1.919
O 12.050 1.300 1.080
O 11.397 1.485 3.236
C 12.566 0.753 3.612
H 8.494 0.760 0.186
H 8.996 1.417 -1.386
H 10.122 0.476 -0.401
H 8.958 3.211 0.312
H 10.615 2.943 -0.202
H 13.464 1.200 3.188
H 12.473 -0.286 3.300
H 12.635 0.791 4.696

For the orbital gap, the calculation gives 1.10 eV. Its net charge is -1.

# C39H58Br3N10O16

A molecular structure, C39H58Br3N10O16 at a distorted geometry (ωB97M-V/def2-TZVPD, the OMol25 dataset).

Element x y z (Å)
C -0.203 2.435 -0.659
C -0.309 0.910 -0.486
C 0.115 0.163 -1.741
O 0.396 0.416 0.620
H -0.899 2.891 0.051
H -0.540 2.722 -1.659
H 0.778 2.878 -0.482
H -1.397 0.784 -0.343
H -0.295 0.582 -2.671
H -0.391 -0.810 -1.896
H 1.128 -0.220 -1.807
C -4.548 -0.088 -4.431
Br -6.153 -0.733 -3.469
Br -3.985 -1.371 -5.748
Br -3.126 0.381 -3.134
H -4.864 0.793 -4.971
C -5.296 -2.290 1.614
C -4.451 -1.263 2.014
C -3.254 -1.138 1.339
C -2.912 -1.887 0.222
C -3.861 -2.780 -0.252
C -5.059 -2.971 0.436
O -5.969 -3.885 -0.033
O -2.424 -0.096 1.738
H -6.225 -2.336 2.172
H -4.733 -0.501 2.725
H -2.039 -1.526 -0.310
H -3.698 -3.389 -1.135
H -5.705 -4.185 -0.906
H -1.478 -0.318 1.673
C 4.164 -0.907 4.218
C 3.274 -0.420 3.260
C 3.753 0.329 2.209
C 5.091 0.621 2.087
C 6.005 0.160 3.022
C 5.504 -0.630 4.075
O 6.360 -1.177 4.994
O 2.874 0.746 1.212
H 3.819 -1.464 5.078
H 2.239 -0.741 3.288
H 5.457 1.199 1.246
H 7.082 0.161 2.933
H 7.209 -0.737 5.066
H 1.972 0.491 1.514
C 0.485 -3.921 -1.764
C -0.750 -4.436 -1.501
C -0.885 -5.493 -0.591
C 0.273 -5.999 0.007
C 1.504 -5.365 -0.160
C 1.619 -4.327 -1.063
O 2.859 -3.845 -1.409
O -2.122 -5.965 -0.213
H 0.502 -3.031 -2.383
H -1.644 -4.009 -1.939
H 0.133 -6.897 0.598
H 2.358 -5.702 0.417
H 3.466 -4.091 -0.701
H -2.085 -6.908 -0.031
C -0.659 -2.005 4.529
C 0.266 -1.931 3.478
C -0.014 -2.588 2.281
C -1.126 -3.405 2.243
C -1.977 -3.601 3.329
C -1.646 -2.971 4.536
O -2.339 -3.223 5.715
O 0.630 -2.224 1.137
H -0.496 -1.400 5.412
H 1.077 -1.219 3.506
H -1.475 -3.919 1.356
H -2.724 -4.379 3.235
H -3.257 -3.294 5.423
H 0.602 -1.224 1.088
C 1.329 1.178 -6.490
C 2.064 2.010 -5.661
C 1.485 2.963 -4.818
C 0.117 3.177 -4.884
C -0.628 2.414 -5.797
C -0.009 1.548 -6.662
O -0.730 0.870 -7.634
O 2.267 3.735 -4.015
H 1.694 0.463 -7.213
H 3.147 1.968 -5.568
H -0.408 3.634 -4.054
H -1.692 2.626 -5.785
H -1.656 1.031 -7.421
H 3.061 3.286 -3.713
C 2.963 4.576 1.542
O 2.410 5.565 2.010
N 3.471 4.536 0.269
N 2.968 3.405 2.234
H 3.725 3.745 -0.284
H 3.624 5.445 -0.132
H 3.098 2.552 1.716
H 2.471 3.476 3.105
C -4.994 2.050 -0.278
O -5.634 2.813 -1.009
N -3.951 2.402 0.525
N -5.372 0.727 -0.219
H -3.308 1.640 0.695
H -3.595 3.334 0.404
H -4.769 0.007 0.140
H -5.994 0.594 -0.998
C 4.313 -1.224 -3.987
O 5.349 -0.850 -4.535
N 3.260 -0.445 -3.706
N 4.146 -2.556 -3.646
H 2.662 -0.786 -2.974
H 3.345 0.541 -3.855
H 3.404 -2.829 -3.016
H 4.764 -3.258 -3.996
C -1.652 5.388 2.272
O -1.826 4.547 3.156
N -0.450 5.443 1.663
N -2.617 6.238 1.807
H 0.305 4.846 1.955
H -0.496 5.755 0.707
H -3.538 6.040 2.159
H -2.513 7.049 1.232
C 1.173 2.145 3.681
O 1.475 2.711 4.727
N 1.934 1.136 3.125
N 0.039 2.335 2.955
H 1.509 0.573 2.399
H 2.880 0.959 3.402
H -0.067 1.894 2.037
H -0.534 3.149 3.223

For the orbital gap, the calculation gives 7.06 eV. Its net charge is -1.

# C8H7NOS

A molecular structure, C8H7NOS at a distorted geometry (ωB97M-V/def2-TZVPD, the OMol25 dataset).

Element x y z (Å)
C 3.118 -0.167 0.010
C -0.525 -0.770 -0.127
C -1.792 -1.453 -0.221
C -2.904 -0.635 0.078
C -2.941 0.832 0.021
C -1.703 1.471 0.017
C -0.390 0.628 -0.007
C 0.930 1.139 0.026
H 3.836 0.769 -0.774
H 3.328 -1.335 -0.681
H 3.689 0.053 1.213
H -1.705 -2.515 -0.103
H -3.899 -1.060 0.305
H -3.820 1.302 0.096
H -1.557 2.526 0.251
N 1.643 -0.015 0.171
O 1.307 2.341 -0.133
S 0.963 -1.539 0.048

For the orbital gap, the calculation gives 8.66 eV. For the relative energy (zero: lowest compared OMol25 entry of this formula, charge and spin), the calculation gives 101.65 kcal per mole.

# C4H9F2N

2 unconnected molecules or ions with the total composition C4H9F2N at a distorted geometry (ωB97M-V/def2-TZVPD, the OMol25 dataset).

Element x y z (Å)
C 0.764 1.835 0.543
C 1.591 0.813 0.806
C 2.249 -0.113 -0.209
C 1.238 -1.228 -0.488
F 2.777 0.531 -1.308
F 3.357 -0.778 0.444
H 0.218 2.313 1.278
H 0.476 2.039 -0.511
H 1.855 0.295 1.733
H 1.925 -1.947 -1.051
H 1.132 -1.634 0.471
H 0.326 -0.993 -1.001
N -2.025 -0.217 -0.773
H -2.021 0.592 -1.315
H -1.960 0.030 0.167
H -2.899 -0.667 -0.968

For the orbital gap, the calculation gives 11.06 eV. For the relative energy (zero: lowest compared OMol25 entry of this formula, charge and spin), the calculation gives 20.67 kcal per mole. As for the SMILES: C=CC(C)(F)F.N.

# C4H9NO2S2

2 unconnected molecules or ions with the total composition C4H9NO2S2 at a distorted geometry (ωB97M-V/def2-TZVPD, the OMol25 dataset).

Element x y z (Å)
C 1.989 0.562 -0.732
C 0.169 -1.784 -0.375
C -0.450 0.098 1.176
C 0.129 -0.275 -0.219
N -0.688 0.532 -1.233
O 2.615 0.699 0.256
O 1.914 0.778 -1.916
S -0.112 1.888 1.497
S -2.264 -0.355 1.136
H 1.084 -2.130 -0.941
H -0.653 -2.304 -0.785
H 0.239 -2.215 0.582
H -0.050 -0.325 2.121
H -1.637 0.150 -1.534
H 0.043 0.831 -1.960
H -0.902 1.358 -0.663
H 1.288 2.010 1.422
H -2.716 0.484 2.170

For the orbital gap, the calculation gives 8.45 eV. For the relative energy (zero: lowest compared OMol25 entry of this formula, charge and spin), the calculation gives 37.11 kcal per mole.

| no. | DFT total energy (eV) | lowest unoccupied orbital energy (eV) |
| --- | --- | --- |
| 1 | -67121.5711 | -0.963 |
| 2 | -160761.0719 | -3.856 |
| 3 | -299171.7771 | 1.211 |
| 4 | -22777.8711 | 0.152 |
| 5 | -11217.9659 | 0.817 |
| 6 | -31547.6996 | 0.234 |